No. 1
This record from OMol25 describes C28H22IN5O4ReS as an isolated structure in a non-equilibrium geometry. The level of theory is wB97M-V/def2-TZVPD.

Values from the calculation:
Strongest force on any atom   3.0 eV Å⁻¹
Multiplicity   2
Net charge   +2
HOMO-LUMO gap (alpha / beta)   4.76 / 5.48 eV

CARTESIAN COORDINATES (ANGSTROEM)
Re 0.29 0.42 0.84
C -2.33 4.18 2.63
C -3.05 2.91 2.34
N -4.33 2.89 2.54
C -5.11 1.87 2.26
C -4.64 0.76 1.59
C -5.58 -0.38 1.26
O -5.07 -1.65 1.62
C -3.25 0.71 1.29
C -2.73 -0.40 0.58
N -1.50 -0.65 0.24
C -1.34 -2.01 -0.17
C -1.97 -2.55 -1.28
C -1.90 -3.91 -1.53
C -1.20 -4.74 -0.67
C -0.57 -4.22 0.45
C -0.65 -2.87 0.69
I 0.27 -1.99 2.43
C -2.38 1.73 1.81
O -1.12 1.62 1.84
H -3.06 4.94 2.86
H -1.72 4.50 1.79
H -1.67 4.05 3.49
H -6.14 1.96 2.57
H -5.73 -0.41 0.17
H -6.55 -0.19 1.73
H -5.43 -1.92 2.48
H -3.47 -1.16 0.33
H -2.53 -1.90 -1.94
H -2.42 -4.32 -2.38
H -1.17 -5.80 -0.85
H -0.03 -4.86 1.14
O 4.00 -6.41 -1.13
C 4.56 -5.25 -1.45
O 5.63 -5.17 -1.97
C 3.75 -4.02 -1.14
C 4.35 -2.94 -0.50
C 3.63 -1.78 -0.29
C 2.31 -1.69 -0.72
C 1.71 -2.76 -1.37
C 2.43 -3.92 -1.57
N 1.68 -0.41 -0.62
C 2.18 0.47 -1.43
C 1.75 1.83 -1.32
C 2.37 2.87 -2.02
C 1.97 4.18 -1.78
C 0.96 4.40 -0.85
C 0.38 3.32 -0.21
N 0.76 2.06 -0.42
H 3.15 -6.33 -0.68
H 5.38 -3.01 -0.20
H 4.08 -0.93 0.20
H 0.70 -2.67 -1.75
H 1.96 -4.74 -2.11
H 2.94 0.20 -2.15
H 3.17 2.65 -2.71
H 2.45 5.00 -2.28
H 0.62 5.40 -0.61
H -0.40 3.46 0.53
S 3.41 1.51 4.09
C 2.46 1.25 2.86
N 1.77 1.08 1.91

Mulliken population analysis, charges in e, atoms 1 to 8: 1.1812, -1.1144, 0.2873, -0.5089, -1.0412, 0.7415, -0.9441, -0.4958

No. 2
This record from OMol25 describes C28H22NiO6P as an isolated structure. The level of theory is wB97M-V/def2-TZVPD.

Values from the calculation:
Strongest force on any atom   0.6 eV Å⁻¹
Multiplicity   3
Net charge   -1
HOMO-LUMO gap (alpha / beta)   6.67 / 7.58 eV

CARTESIAN COORDINATES (ANGSTROEM)
Ni -0.02 0.20 0.37
O -0.36 -1.24 4.21
C -0.65 -1.20 3.02
O -0.43 -0.22 2.24
C -1.38 -2.44 2.46
C -1.89 -3.31 3.42
C -2.60 -4.45 3.08
C -2.81 -4.75 1.74
C -2.30 -3.91 0.77
C -1.59 -2.75 1.11
P -0.97 -1.73 -0.30
C -2.50 -1.47 -1.28
C -3.22 -0.32 -0.99
C -4.41 -0.04 -1.66
C -4.88 -0.92 -2.63
C -4.16 -2.06 -2.94
C -2.97 -2.34 -2.26
C -0.01 -2.94 -1.27
C 0.64 -4.00 -0.63
C 1.50 -4.83 -1.34
C 1.73 -4.60 -2.69
C 1.10 -3.55 -3.33
C 0.24 -2.72 -2.62
H -1.70 -3.06 4.46
H -2.99 -5.10 3.85
H -3.36 -5.64 1.45
H -2.46 -4.15 -0.27
H -2.84 0.39 -0.27
H -4.95 0.86 -1.43
H -5.80 -0.70 -3.16
H -4.52 -2.75 -3.70
H -2.42 -3.24 -2.51
H 0.48 -4.18 0.42
H 2.00 -5.64 -0.84
H 2.41 -5.25 -3.25
H 1.28 -3.36 -4.38
H -0.24 -1.89 -3.13
O 0.33 3.99 -4.00
C 0.93 2.80 -3.83
C 1.96 2.45 -4.71
C 2.57 1.21 -4.60
C 2.17 0.30 -3.63
C 1.16 0.67 -2.74
C 0.54 1.91 -2.81
C -0.55 2.30 -1.84
O -1.25 3.30 -2.12
O -0.74 1.58 -0.81
H -0.41 4.00 -3.32
H 2.25 3.16 -5.47
H 3.36 0.95 -5.29
H 2.64 -0.67 -3.54
H 0.86 0.00 -1.95
C 2.85 -1.13 0.06
C 1.96 0.06 0.34
O 2.46 1.12 0.68
H 3.89 -0.82 -0.03
H 2.52 -1.66 -0.83
H 2.75 -1.81 0.92

Mulliken population analysis, charges in e, atoms 1 to 8: 0.2395, -0.7427, 0.0098, -0.6273, 0.6079, -0.7718, -0.4943, -0.7713